1) C17H25NO2 | wB97M-V/def2-TZVPD

The geometry in XYZ format:
```
45
Properties=species:S:1:pos:R:3:lowdin_charge:R:1
C -3.620 1.446 4.712 -0.172
H -4.443 1.353 3.934 0.119
O -2.907 2.524 4.368 -0.115
C -2.007 2.369 3.157 -0.020
C -1.128 3.557 2.692 0.055
C -0.207 3.293 1.698 -0.055
C -0.088 2.128 0.928 -0.223
C -1.239 1.130 1.145 -0.010
C -2.049 1.155 2.245 -0.046
H -2.623 0.390 2.564 0.042
H -1.273 0.046 0.642 0.141
C 0.525 1.962 -0.382 -0.157
H 0.865 3.223 -0.790 0.235
H 0.112 1.389 -0.986 0.013
C 1.875 1.456 0.058 -0.244
H 1.847 0.422 0.748 0.154
C 2.953 1.190 -1.035 -0.087
C 2.216 0.117 -2.002 -0.318
O 1.651 0.466 -3.091 -0.002
N 1.919 -1.183 -1.427 0.158
H 2.091 -1.274 -0.640 -0.053
C 1.165 -2.300 -2.131 -0.353
C 1.775 -3.548 -2.093 -0.212
C 1.093 -4.647 -2.795 -0.031
C -0.654 -4.668 -2.372 -0.098
C -1.166 -3.261 -2.215 -0.190
C -0.175 -2.106 -1.587 -0.093
H -0.956 -1.350 -1.545 0.108
H -0.061 -2.584 -0.481 0.161
H -1.210 -2.970 -3.244 0.089
H -2.206 -3.451 -1.798 0.129
H -0.330 -4.938 -1.330 0.111
H -0.995 -5.406 -2.743 -0.025
H 0.969 -4.142 -3.995 0.184
H 1.578 -5.442 -2.885 0.003
H 2.665 -3.464 -2.521 0.109
H 1.850 -3.674 -1.215 0.036
H 1.138 -1.867 -3.027 0.106
H 3.043 1.945 -1.587 0.017
H 3.769 0.423 -0.702 0.152
H 2.602 2.120 0.971 0.197
H 0.478 3.893 1.574 0.024
H -1.073 4.192 3.399 0.028
H -4.036 1.855 5.460 0.024
H -3.169 0.439 4.751 0.109
```

Computed properties:
* HOMO energy: -8.113 eV

2) C17H25NO2 | wB97M-V/def2-TZVPD

The geometry in XYZ format:
```
45
Properties=species:S:1:pos:R:3:lowdin_charge:R:1
C 2.933 3.397 0.068 -0.112
C 2.011 2.416 -0.646 -0.273
C 2.215 0.966 -0.207 -0.221
C 1.837 0.716 1.252 -0.221
C 1.864 -0.774 1.596 -0.207
C 1.272 -1.083 2.972 -0.180
C -0.264 -1.061 2.995 -0.191
N -0.844 -2.121 2.210 0.039
C -1.301 -2.087 0.934 -0.253
C -1.629 -3.241 0.295 0.013
C -2.200 -3.307 -1.023 -0.432
O -2.515 -4.355 -1.561 0.046
C -2.411 -1.973 -1.728 -0.058
C -1.386 -0.937 -1.268 -0.236
C -1.573 0.374 -1.956 -0.262
C -0.785 1.047 -2.843 -0.026
C -1.473 2.246 -3.157 -0.061
C -2.624 2.212 -2.438 -0.117
O -2.695 1.086 -1.708 0.051
C -1.503 -0.768 0.251 -0.066
H 2.712 3.440 1.131 0.064
H 3.972 3.102 -0.057 0.074
H 2.809 4.397 -0.343 0.068
H 2.192 2.480 -1.721 0.102
H 0.970 2.701 -0.475 0.104
H 1.598 0.326 -0.843 0.093
H 3.258 0.682 -0.364 0.117
H 0.841 1.129 1.433 0.103
H 2.529 1.242 1.912 0.112
H 1.319 -1.341 0.837 0.103
H 2.900 -1.116 1.569 0.117
H 1.643 -0.361 3.702 0.112
H 1.602 -2.076 3.289 0.109
H -0.601 -1.190 4.029 0.120
H -0.640 -0.099 2.647 0.109
H -0.686 -3.049 2.576 0.144
H -1.479 -4.190 0.790 0.115
H -2.357 -2.132 -2.806 0.133
H -3.419 -1.621 -1.491 0.139
H -0.382 -1.302 -1.513 0.158
H 0.162 0.730 -3.227 0.111
H -1.149 3.019 -3.824 0.100
H -3.444 2.898 -2.360 0.118
H -0.774 -0.032 0.583 0.098
H -2.502 -0.388 0.490 0.147
```

Computed properties:
* HOMO energy: -8.157 eV
* structure (SMILES): CCCCCCCNC1=CC(=O)C[C@@H](c2ccco2)C1

3) C17H25NO2 | wB97M-V/def2-TZVPD

The geometry in XYZ format:
```
45
Properties=species:S:1:pos:R:3:lowdin_charge:R:1
C -6.706 -2.030 0.408 -0.051
C -5.435 -1.267 0.193 -0.287
C -4.226 -1.937 0.035 -0.064
C -3.065 -1.223 -0.155 -0.034
C -3.048 0.172 -0.197 -0.142
N -1.765 0.742 -0.403 0.146
C -1.295 2.004 -0.484 -0.442
O -1.974 3.018 -0.403 0.069
C 0.209 2.065 -0.660 -0.110
C 0.908 1.807 0.682 -0.180
C 2.439 1.801 0.564 -0.171
C 3.071 0.403 0.540 -0.343
C 2.650 -0.418 -0.679 -0.176
C 3.322 -1.789 -0.680 -0.202
C 4.839 -1.647 -0.654 -0.211
C 5.267 -0.843 0.568 -0.205
C 4.597 0.528 0.564 -0.179
C -4.260 0.861 -0.039 -0.253
O -4.414 2.191 -0.055 0.063
C -5.425 0.113 0.152 0.027
H -6.679 -2.539 1.371 0.082
H -7.565 -1.366 0.393 0.074
H -6.831 -2.787 -0.364 0.080
H -4.196 -3.016 0.061 0.109
H -2.131 -1.756 -0.278 0.109
H -1.061 0.021 -0.492 0.129
H 0.531 1.341 -1.409 0.111
H 0.463 3.066 -1.009 0.128
H 0.571 0.856 1.104 0.112
H 0.597 2.592 1.373 0.120
H 2.737 2.343 -0.336 0.119
H 2.860 2.337 1.417 0.114
H 2.755 -0.133 1.443 0.148
H 1.567 -0.559 -0.682 0.097
H 2.925 0.121 -1.589 0.126
H 3.014 -2.349 -1.566 0.109
H 2.997 -2.351 0.199 0.115
H 5.172 -1.136 -1.560 0.114
H 5.306 -2.634 -0.636 0.108
H 6.352 -0.723 0.576 0.108
H 4.984 -1.383 1.475 0.114
H 4.923 1.086 -0.317 0.123
H 4.905 1.091 1.448 0.115
H -3.544 2.652 -0.186 0.058
H -6.339 0.674 0.270 0.124
```

Computed properties:
* HOMO energy: -7.931 eV
* structure (SMILES): Cc1ccc(NC(=O)CCCC2CCCCC2)c(O)c1

What should be chosen as the least stable of them? Choose 1).

1) C8H9N3 | wB97M-V/def2-TZVPD

The geometry in XYZ format:
```
20
Properties=species:S:1:pos:R:3:lowdin_charge:R:1
C 1.859 -2.400 -0.548 -0.156
C 0.665 -1.728 -0.948 -0.039
N 0.836 -0.553 -0.330 0.031
C 2.034 -0.510 0.377 -0.329
C 2.115 0.772 0.984 -0.006
C 1.003 1.472 0.675 -0.064
N 0.163 0.750 -0.159 -0.002
C -1.158 0.938 -0.591 -0.268
C -2.139 -0.059 -0.160 -0.118
C -2.225 1.347 0.425 -0.050
N 2.639 -1.627 0.203 0.076
H 2.186 -3.433 -0.805 0.105
H -0.188 -2.016 -1.418 0.070
H 2.874 1.160 1.641 0.100
H 0.683 2.444 1.050 0.129
H -1.322 1.262 -1.686 0.173
H -2.198 -0.794 0.505 0.062
H -2.914 -0.342 -0.901 0.118
H -3.049 2.036 0.314 0.103
H -1.864 1.283 1.372 0.065
```

Computed properties:
* HOMO energy: -7.674 eV
* structure (SMILES): c1cn2c(ccn2C2CC2)n1

2) C8H9N3 | wB97M-V/def2-TZVPD

The geometry in XYZ format:
```
20
Properties=species:S:1:pos:R:3:lowdin_charge:R:1
C 0.151 -0.271 -2.953 -0.050
C 0.126 0.165 -1.488 -0.405
N 0.532 1.304 -1.163 0.142
C 0.460 1.361 0.359 -0.091
C 0.600 2.417 1.257 -0.076
N 0.517 2.199 2.524 0.056
C 0.096 1.014 2.969 -0.164
C -0.110 -0.191 2.189 -0.003
C -0.002 0.129 0.832 -0.191
N -0.189 -0.722 -0.336 -0.094
C -0.706 -2.030 -0.480 -0.086
H 0.498 0.592 -3.518 0.050
H 1.144 -1.015 -3.004 0.129
H -1.016 -0.817 -3.192 0.160
H 1.010 3.148 1.126 -0.010
H -0.132 0.880 4.187 0.148
H -0.688 -1.267 2.231 0.152
H -0.012 -2.480 -1.401 0.144
H -0.404 -2.518 0.447 0.062
H -1.874 -1.899 -0.587 0.127
```

Computed properties:
* HOMO energy: -8.973 eV
* structure (SMILES): Cc1nc2cnccc2n1C

What should be chosen as the least stable of them? Choose 2).

1) C8H14NP | wB97M-V/def2-TZVPD

The geometry in XYZ format:
```
24
Properties=species:S:1:pos:R:3:lowdin_charge:R:1
C -0.720 2.224 1.582 -0.119
C -1.486 1.003 1.418 -0.308
N -0.689 -0.150 1.282 -0.111
C -0.321 -1.100 2.232 -0.076
C 0.707 -1.880 1.727 -0.137
C 0.887 -1.548 0.427 -0.140
C 0.041 -0.472 0.043 -0.334
P 0.011 0.481 -1.532 0.867
C -0.612 -0.754 -2.702 -0.324
C 1.788 0.333 -2.089 -0.300
H -1.332 3.203 1.629 0.108
H 0.174 2.387 0.942 0.075
H -0.407 2.220 2.625 0.069
H -2.254 1.063 0.622 0.122
H -2.075 0.831 2.343 0.131
H -0.489 -0.948 3.230 0.086
H 0.827 -2.893 2.157 0.112
H 1.645 -2.079 -0.167 0.103
H -0.286 -1.691 -2.385 0.005
H -0.111 -0.371 -3.667 0.058
H -1.702 -0.715 -2.839 0.036
H 1.797 0.472 -3.200 0.041
H 2.113 -0.665 -2.004 0.003
H 2.493 1.049 -1.675 0.032
```

Computed properties:
* HOMO energy: -7.964 eV
* structure (SMILES): CCn1cccc1P(C)C

2) C8H14NP | wB97M-V/def2-TZVPD

The geometry in XYZ format:
```
24
Properties=species:S:1:pos:R:3:lowdin_charge:R:1
C 1.123 -1.448 -1.110 -0.454
C -1.363 2.061 1.404 -0.153
C 0.044 -0.903 -0.261 -0.087
C -1.255 0.881 0.781 -0.088
C 1.316 -2.968 -0.830 -0.081
C -2.451 2.272 2.353 -0.111
C 1.153 1.283 -0.086 -0.034
C -0.096 0.389 0.059 -0.258
N 0.647 -1.321 -2.602 -0.452
P 1.717 -1.125 -3.841 0.582
H 2.026 -0.898 -1.003 0.073
H -0.556 2.772 1.248 0.097
H -0.717 -1.568 -0.018 0.092
H -1.922 0.114 1.044 0.101
H 1.910 -3.552 -1.618 0.080
H 0.322 -3.469 -0.819 0.078
H 1.872 -2.848 0.119 0.082
H -2.332 1.530 3.141 0.079
H -3.423 2.107 1.851 0.094
H -2.309 3.247 2.859 0.083
H 1.039 2.371 -0.047 0.070
H 1.812 1.048 -0.941 0.070
H 1.705 0.915 0.787 0.099
H -0.261 -0.891 -2.470 0.040
```

Computed properties:
* HOMO energy (alpha / beta): -6.848 / -6.858 eV

What should be chosen as the least stable of them? Choose 2).